{"formula": "CHCoF3NO4S2", "method": "ωB97M-V with the def2-TZVPD basis set", "species": ["N", "S", "O", "O", "S", "O", "O", "C", "F", "F", "F", "H", "Co"], "xyz": [[0.623, -0.862, 0.665], [1.990, -0.544, 0.039], [2.951, -1.600, 0.063], [1.940, 0.370, -1.113], [-0.662, 0.184, 0.707], [-0.414, 1.401, -0.098], [-1.111, 0.337, 2.064], [-1.950, -0.775, -0.276], [-1.521, -0.923, -1.504], [-2.135, -1.934, 0.302], [-3.046, -0.057, -0.252], [2.289, 2.159, 0.368], [1.045, 2.245, -0.967]], "e_above_lowest_kcal_mol": 14.7, "e_homo_ha": [-0.5213, -0.5505], "molar_mass_g_mol": 271.1, "spin_multiplicity": 4, "total_charge": 1, "gap_ev": [6.32, 7.16], "energy_ev": -78169.3704}

{"formula": "C35H37IInN6O3S2", "method": "ωB97M-V with the def2-TZVPD basis set", "species": ["In", "C", "C", "N", "C", "C", "C", "O", "C", "C", "N", "C", "C", "C", "C", "C", "C", "I", "C", "O", "H", "H", "H", "H", "H", "H", "H", "H", "H", "H", "H", "H", "N", "C", "C", "C", "C", "C", "C", "C", "C", "C", "C", "C", "C", "C", "H", "H", "H", "H", "H", "H", "H", "H", "H", "H", "O", "S", "N", "C", "C", "C", "C", "H", "H", "H", "H", "H", "H", "H", "H", "H", "C", "N", "C", "C", "N", "C", "S", "H", "H", "H", "H", "H", "H"], "xyz": [[0.684, -1.090, -0.801], [4.105, 2.834, 0.603], [3.476, 2.263, 1.840], [4.240, 2.183, 2.921], [3.700, 1.682, 4.028], [2.406, 1.215, 4.119], [1.947, 0.636, 5.433], [0.845, 1.332, 6.013], [1.570, 1.275, 2.977], [0.250, 0.660, 3.103], [-0.445, 0.144, 2.164], [-1.578, -0.587, 2.528], [-1.647, -1.299, 3.735], [-2.759, -2.041, 4.075], [-3.852, -2.093, 3.225], [-3.802, -1.417, 2.016], [-2.672, -0.700, 1.664], [-2.650, 0.230, -0.227], [2.133, 1.853, 1.824], [1.497, 2.009, 0.637], [5.187, 2.818, 0.710], [3.783, 3.868, 0.465], [3.807, 2.264, -0.276], [4.359, 1.635, 4.890], [2.793, 0.644, 6.129], [1.626, -0.401, 5.319], [1.042, 2.274, 5.976], [-0.127, 0.608, 4.124], [-0.786, -1.303, 4.390], [-2.756, -2.603, 5.000], [-4.722, -2.684, 3.479], [-4.632, -1.472, 1.326], [0.019, 0.544, -2.544], [-0.591, 0.622, -3.638], [-0.120, -0.013, -4.921], [-0.234, 0.651, -6.141], [0.260, 0.079, -7.305], [0.856, -1.174, -7.267], [0.973, -1.842, -6.055], [0.504, -1.257, -4.890], [-1.926, 1.336, -3.703], [-3.017, 0.739, -4.334], [-4.298, 1.246, -4.161], [-4.504, 2.368, -3.373], [-3.419, 3.000, -2.778], [-2.145, 2.479, -2.937], [-0.713, 1.623, -6.177], [0.178, 0.608, -8.247], [1.221, -1.630, -8.179], [1.435, -2.822, -6.021], [0.602, -1.761, -3.936], [-2.865, -0.149, -4.937], [-5.142, 0.747, -4.623], [-5.508, 2.743, -3.215], [-3.578, 3.880, -2.166], [-1.295, 2.941, -2.451], [5.139, -3.002, 0.301], [4.394, -2.264, -0.715], [2.995, -2.698, -1.059], [-0.782, 4.986, 0.936], [0.546, 4.279, 0.674], [1.212, 4.798, -0.599], [0.286, 2.777, 0.583], [-0.650, 6.070, 0.935], [-1.196, 4.690, 1.901], [-1.504, 4.722, 0.159], [1.219, 4.461, 1.523], [0.503, 4.787, -1.429], [2.053, 4.163, -0.873], [1.566, 5.823, -0.469], [-0.140, 2.517, -0.390], [-0.404, 2.476, 1.367], [-1.830, -6.261, 0.197], [-0.434, -6.024, -0.052], [0.497, -6.935, -0.512], [1.650, -6.235, -0.683], [1.462, -4.918, -0.344], [0.192, -4.805, 0.038], [-0.629, -3.422, 0.624], [-2.020, -7.334, 0.187], [-2.442, -5.774, -0.565], [-2.116, -5.840, 1.160], [0.256, -7.971, -0.674], [2.609, -6.594, -1.018], [2.550, -3.549, -0.622]], "e_above_lowest_kcal_mol": 40.7, "e_homo_ha": -0.1336, "molar_mass_g_mol": 895.6, "total_charge": -1, "gap_ev": 5.30, "energy_ev": -86923.6244}

{"formula": "C3H10O3", "method": "ωB97M-V with the def2-TZVPD basis set", "species": ["O", "C", "C", "C", "O", "H", "H", "H", "H", "H", "H", "H", "H", "O", "H", "H"], "xyz": [[-0.313, -0.077, -2.081], [-0.370, -0.053, -0.667], [0.541, 0.969, -0.051], [0.473, 1.138, 1.486], [1.288, 2.236, 1.818], [-0.911, -0.767, -2.437], [-1.417, 0.096, -0.338], [-0.056, -1.063, -0.341], [1.578, 0.680, -0.309], [0.332, 1.942, -0.536], [-0.523, 1.451, 1.853], [0.745, 0.200, 2.008], [1.315, 2.341, 2.792], [-1.133, -2.969, -0.748], [-0.174, -2.764, -0.829], [-1.378, -3.360, -1.617]], "e_above_lowest_kcal_mol": 19.0, "e_homo_ha": -0.3738, "molar_mass_g_mol": 94.1, "gap_ev": 10.69, "energy_ev": -9414.7098}

{"formula": "C2H9N5O", "method": "ωB97M-V with the def2-TZVPD basis set", "species": ["C", "C", "O", "N", "N", "N", "H", "H", "H", "H", "H", "H", "H", "H", "N", "N", "H"], "xyz": [[-2.512, 0.060, -0.409], [-1.143, -0.409, -0.017], [-1.010, -1.710, 0.407], [-0.084, 0.296, 0.131], [0.025, 1.628, -0.067], [1.494, 1.845, -0.546], [-3.071, 0.362, 0.497], [-2.400, 0.920, -1.025], [-3.128, -0.636, -0.949], [-0.144, -1.745, 0.797], [-0.641, 2.050, -0.726], [1.991, 2.391, 0.105], [1.818, 0.918, -0.233], [2.142, -0.862, -0.661], [2.583, -1.421, -0.002], [1.894, -1.464, 1.045], [2.188, -2.226, 1.655]], "e_above_lowest_kcal_mol": 136.2, "e_homo_ha": -0.2946, "molar_mass_g_mol": 119.1, "gap_ev": 8.24, "energy_ev": -11713.6028}

{"formula": "C44H88O15", "method": "ωB97M-V with the def2-TZVPD basis set", "species": ["C", "C", "O", "C", "O", "O", "C", "H", "H", "H", "H", "H", "H", "H", "H", "C", "C", "O", "C", "O", "O", "C", "H", "H", "H", "H", "H", "H", "H", "H", "C", "C", "C", "O", "C", "H", "H", "H", "H", "H", "H", "H", "H", "C", "C", "C", "O", "C", "H", "H", "H", "H", "H", "H", "H", "H", "C", "C", "C", "O", "C", "H", "H", "H", "H", "H", "H", "H", "H", "C", "C", "C", "O", "C", "H", "H", "H", "H", "H", "H", "H", "H", "C", "C", "C", "O", "C", "H", "H", "H", "H", "H", "H", "H", "H", "C", "C", "C", "O", "C", "H", "H", "H", "H", "H", "H", "H", "H", "C", "C", "C", "O", "C", "H", "H", "H", "H", "H", "H", "H", "H", "C", "C", "C", "O", "C", "H", "H", "H", "H", "H", "H", "H", "H", "C", "C", "C", "O", "C", "H", "H", "H", "H", "H", "H", "H", "H"], "xyz": [[-1.810, -2.133, 6.133], [-1.271, -1.728, 4.768], [-1.119, -2.862, 3.837], [-2.084, -3.195, 2.948], [-3.198, -2.571, 2.821], [-1.717, -4.286, 2.289], [-2.548, -4.853, 1.275], [-1.972, -1.203, 6.677], [-0.990, -2.729, 6.535], [-2.727, -2.720, 6.075], [-0.289, -1.261, 4.839], [-1.923, -1.026, 4.250], [-3.502, -5.128, 1.724], [-2.167, -5.749, 0.785], [-2.701, -4.137, 0.468], [-2.587, -5.894, -2.932], [-3.780, -4.966, -2.935], [-3.670, -3.802, -2.149], [-4.741, -3.119, -1.712], [-5.913, -3.437, -1.899], [-4.215, -2.286, -0.785], [-5.052, -1.414, 0.011], [-2.911, -6.869, -3.294], [-2.108, -6.009, -1.960], [-1.759, -5.593, -3.574], [-4.636, -5.489, -2.507], [-4.062, -4.753, -3.966], [-4.429, -0.550, 0.242], [-5.340, -1.874, 0.956], [-6.010, -1.125, -0.423], [-3.926, 2.348, 1.285], [-4.802, 1.748, 2.407], [-3.946, 1.590, 3.588], [-3.006, 2.644, 3.416], [-2.734, 2.861, 2.045], [-4.590, 3.010, 0.729], [-3.491, 1.604, 0.618], [-5.307, 0.826, 2.119], [-5.550, 2.531, 2.536], [-3.467, 0.611, 3.624], [-4.462, 1.787, 4.528], [-1.846, 2.246, 1.901], [-2.475, 3.896, 1.820], [5.136, -1.057, 0.233], [6.318, -0.070, 0.285], [6.660, 0.065, -1.262], [5.299, 0.221, -1.713], [4.412, -0.643, -1.006], [4.583, -1.224, 1.158], [5.610, -2.020, 0.042], [7.202, -0.446, 0.801], [6.074, 0.912, 0.691], [7.170, -0.771, -1.740], [7.289, 0.900, -1.570], [4.146, -1.494, -1.633], [3.539, -0.016, -0.827], [3.641, 0.952, 4.851], [2.695, 0.919, 3.633], [2.549, 2.450, 3.294], [2.775, 3.097, 4.564], [3.006, 2.165, 5.575], [4.696, 1.094, 4.616], [3.522, 0.050, 5.451], [1.749, 0.460, 3.919], [3.092, 0.371, 2.778], [1.594, 2.705, 2.836], [3.349, 2.883, 2.694], [2.063, 1.943, 6.075], [3.478, 2.574, 6.469], [-4.500, 1.265, -3.874], [-3.458, 2.113, -3.193], [-2.259, 1.161, -3.119], [-2.884, -0.069, -2.850], [-4.229, -0.163, -3.501], [-4.369, 1.409, -4.946], [-5.522, 1.532, -3.605], [-3.736, 2.386, -2.175], [-3.283, 3.015, -3.779], [-1.589, 1.468, -2.316], [-1.622, 1.167, -4.003], [-5.019, -0.513, -2.837], [-4.162, -0.839, -4.354], [-0.149, -0.994, 1.032], [1.185, -0.706, 0.480], [1.032, 0.696, -0.107], [-0.399, 0.917, -0.266], [-1.073, -0.323, -0.064], [-0.334, -0.783, 2.086], [-0.238, -2.071, 1.170], [1.348, -1.426, -0.322], [2.007, -0.689, 1.195], [1.406, 0.793, -1.126], [1.508, 1.357, 0.618], [-1.135, -0.915, -0.978], [-2.093, -0.153, 0.281], [1.094, -5.866, 0.056], [2.127, -5.386, 1.047], [3.137, -4.673, 0.159], [2.445, -4.478, -1.097], [1.104, -4.725, -0.911], [0.066, -5.950, 0.409], [1.407, -6.769, -0.468], [2.732, -6.227, 1.385], [1.806, -4.763, 1.883], [3.925, -5.379, -0.103], [3.506, -3.743, 0.592], [0.621, -5.004, -1.847], [0.526, -3.944, -0.417], [2.131, 4.631, -3.414], [1.471, 3.354, -3.010], [0.067, 3.745, -2.608], [0.099, 5.173, -2.627], [1.068, 5.599, -3.584], [2.670, 4.381, -4.328], [2.852, 5.004, -2.686], [2.042, 2.764, -2.292], [1.375, 2.712, -3.886], [-0.085, 3.297, -1.626], [-0.742, 3.442, -3.273], [1.535, 6.574, -3.443], [0.643, 5.650, -4.587], [0.150, 5.505, 2.134], [0.778, 6.822, 2.282], [2.205, 6.350, 2.080], [2.170, 5.139, 1.313], [0.820, 4.840, 0.970], [-0.901, 5.728, 1.952], [0.193, 4.955, 3.074], [0.505, 7.298, 3.224], [0.553, 7.505, 1.463], [2.626, 6.113, 3.057], [2.687, 7.106, 1.460], [0.712, 3.762, 0.850], [0.494, 5.288, 0.031], [2.541, -1.472, -4.361], [1.407, -2.299, -3.849], [0.456, -1.268, -3.228], [0.845, 0.052, -3.562], [1.838, -0.052, -4.571], [2.957, -1.903, -5.271], [3.407, -1.374, -3.706], [1.746, -3.032, -3.117], [0.901, -2.867, -4.631], [0.517, -1.475, -2.160], [-0.571, -1.510, -3.501], [2.622, 0.694, -4.443], [1.471, 0.079, -5.589]], "e_homo_ha": [0.0300, -0.2628], "molar_mass_g_mol": 857.2, "spin_multiplicity": 2, "total_charge": -1, "gap_ev": [1.47, 9.40], "energy_ev": -77759.4868}

> Which formula does entry 3 have?

C3H10O3

Repeat the fourth record exactly.
{"formula": "C2H9N5O", "method": "ωB97M-V with the def2-TZVPD basis set", "species": ["C", "C", "O", "N", "N", "N", "H", "H", "H", "H", "H", "H", "H", "H", "N", "N", "H"], "xyz": [[-2.512, 0.060, -0.409], [-1.143, -0.409, -0.017], [-1.010, -1.710, 0.407], [-0.084, 0.296, 0.131], [0.025, 1.628, -0.067], [1.494, 1.845, -0.546], [-3.071, 0.362, 0.497], [-2.400, 0.920, -1.025], [-3.128, -0.636, -0.949], [-0.144, -1.745, 0.797], [-0.641, 2.050, -0.726], [1.991, 2.391, 0.105], [1.818, 0.918, -0.233], [2.142, -0.862, -0.661], [2.583, -1.421, -0.002], [1.894, -1.464, 1.045], [2.188, -2.226, 1.655]], "e_above_lowest_kcal_mol": 136.2, "e_homo_ha": -0.2946, "molar_mass_g_mol": 119.1, "gap_ev": 8.24, "energy_ev": -11713.6028}